Entry 1:
Molecular formula: C5H5O2S
Method: DFT, ωB97M-V/def2-TZVPD

Geometry as XYZ:
```
13
C5H5O2S, DFT ωB97M-V/def2-TZVPD
O -3.268 -0.445 2.258
C -2.379 -0.605 1.493
C -1.434 -0.873 0.679
C 0.146 -0.790 0.919
O 0.713 -1.190 1.936
C 0.724 -0.430 -0.370
C 0.534 0.811 0.403
S -0.533 2.076 -0.239
H -1.569 -1.034 -0.391
H 1.731 -0.795 -0.430
H 0.044 -0.510 -1.278
H 1.364 1.486 0.643
H -1.710 1.808 0.195
```

Highest occupied orbital energy, hartree: -0.100
ΔE to the lowest compared entry with this formula, charge and spin, kcal per mole: 74.00
Electronic energy, Eh: -742.1085
LUMO level, eV: 3.5
HOMO-LUMO gap, eV: 6.2
Total charge: -1

For reference, the natural (NBO) charges in units of e are: number 1, O, carries -0.5348; number 2, C, carries 0.6968; number 3, C, carries -0.6297; number 4, C, carries 0.4650; number 5, O, carries -0.7631; number 6, C, carries -0.4997; number 7, C, carries -0.5562; number 8, S, carries -0.1088; number 9, H, carries 0.2527; number 10, H, carries 0.2079; number 11, H, carries 0.1776; number 12, H, carries 0.2081; number 13, H, carries 0.0843

=====

Entry 2:
Molecular formula: C5H5O3
Method: DFT, ωB97M-V/def2-TZVPD

Geometry as XYZ:
```
13
C5H5O3, DFT ωB97M-V/def2-TZVPD
C 1.219 1.015 -0.056
C 1.780 -0.207 -0.003
C -0.149 1.391 -0.012
C -0.309 -1.737 -0.219
C -1.276 0.369 0.155
O 2.790 -0.851 0.088
O -0.483 2.586 -0.043
O -1.260 -0.781 -0.653
H 1.906 1.866 -0.150
H -0.141 -2.465 -1.000
H -0.551 -2.161 0.758
H -1.319 0.080 1.224
H -2.208 0.895 -0.091
```

Highest occupied orbital energy (spin up / spin down), hartree: -0.087 / -0.087
ΔE to the lowest compared entry with this formula, charge and spin, kcal per mole: 68.10
Electronic energy, Eh: -419.1813
LUMO level (spin up / spin down), eV: 4.1 / 4.1
HOMO-LUMO gap (spin up / spin down), eV: 6.5 / 6.5
Total charge: -1

For reference, the natural (NBO) charges in units of e are: number 1, C, carries -0.6586; number 2, C, carries 0.6631; number 3, C, carries 0.5176; number 4, C, carries -0.3697; number 5, C, carries -0.1319; number 6, O, carries -0.6031; number 7, O, carries -0.6649; number 8, O, carries -0.5757; number 9, H, carries 0.2113; number 10, H, carries 0.1462; number 11, H, carries 0.1203; number 12, H, carries 0.1603; number 13, H, carries 0.1852

=====

Entry 3:
Molecular formula: C5H5O6Sc
Method: DFT, ωB97M-V/def2-TZVPD

Geometry as XYZ:
```
17
C5H5O6Sc, DFT ωB97M-V/def2-TZVPD
C 3.390 2.561 -0.304
C 2.053 1.935 0.165
O 1.904 1.689 1.362
O 3.551 2.780 -1.468
H 4.074 2.882 0.508
H 1.185 2.242 -0.446
C -0.986 -0.879 0.171
C -1.208 -2.310 -0.524
O -2.512 -2.156 -1.012
C -3.164 -1.145 -0.422
O -2.287 -0.410 0.314
O -4.338 -0.990 -0.416
O -0.331 -0.866 1.271
H -1.155 -3.075 0.261
H -0.501 -2.485 -1.337
Sc 0.720 0.432 2.550
H -0.394 -0.205 -0.672
```

Highest occupied orbital energy (spin up / spin down), hartree: -0.783 / -0.783
ΔE to the lowest compared entry with this formula, charge and spin, kcal per mole: 127.00
Electronic energy, Eh: -1404.2968
Multiplicity: 2
LUMO level (spin up / spin down), eV: -15.5 / -16.5
Expectation value of S²: 0.756
HOMO-LUMO gap (spin up / spin down), eV: 5.8 / 4.8
Total charge: +3

For reference, the natural (NBO) charges in units of e are: number 1, C, carries 0.2807; number 2, C, carries 0.4845; number 3, O, carries -0.7275; number 4, O, carries -0.2593; number 5, H, carries 0.2159; number 6, H, carries 0.2208; number 7, C, carries 0.3506; number 8, C, carries -0.1066; number 9, O, carries -0.3315; number 10, C, carries 0.9691; number 11, O, carries -0.4350; number 12, O, carries 0.0843; number 13, O, carries -0.8201; number 14, H, carries 0.2519; number 15, H, carries 0.2802; number 16, Sc, carries 2.3755; number 17, H, carries 0.1666

=====

Entry 4:
Molecular formula: C5H5OPb
Method: DFT, ωB97M-V/def2-TZVPD

Geometry as XYZ:
```
12
C5H5OPb, DFT ωB97M-V/def2-TZVPD
C -2.921 -1.150 1.009
C -2.209 -0.415 0.210
C -1.975 0.965 -0.072
O -2.160 1.437 -1.220
Pb -3.231 1.321 -2.953
H -2.457 -1.975 1.561
H -4.010 -1.033 1.068
H -1.366 1.553 0.629
C -4.204 1.082 -5.026
C -4.788 0.966 -6.154
H -5.119 -0.019 -6.518
H -4.994 1.860 -6.764
```

Highest occupied orbital energy (spin up / spin down), hartree: -0.640 / -0.672
ΔE to the lowest compared entry with this formula, charge and spin, kcal per mole: 60.87
Electronic energy, Eh: -460.6422
Multiplicity: 2
LUMO level (spin up / spin down), eV: -10.7 / -10.7
Expectation value of S²: 0.756
HOMO-LUMO gap (spin up / spin down), eV: 6.7 / 7.6
Total charge: +2

For reference, the natural (NBO) charges in units of e are: number 1, C, carries -0.3286; number 2, C, carries 0.1081; number 3, C, carries 0.3227; number 4, O, carries -0.8074; number 5, Pb, carries 1.7815; number 6, H, carries 0.2976; number 7, H, carries 0.2808; number 8, H, carries 0.2369; number 9, C, carries -0.0572; number 10, C, carries -0.5521; number 11, H, carries 0.3591; number 12, H, carries 0.3584

=====

Entry 5:
Molecular formula: C5H5PS
Method: DFT, ωB97M-V/def2-TZVPD

Geometry as XYZ:
```
12
C5H5PS, DFT ωB97M-V/def2-TZVPD
S 3.145 -0.281 0.271
C 1.512 -0.199 -0.062
C 0.565 -1.274 -0.225
C -0.787 -1.091 -0.303
C -1.520 0.121 -0.111
C -0.887 1.296 0.216
P 0.909 1.501 -0.148
H 0.859 -2.273 -0.330
H -1.339 -2.029 -0.426
H -2.557 0.052 -0.274
H -1.487 2.145 0.324
H 1.588 2.030 1.069
```

Highest occupied orbital energy (spin up / spin down), hartree: -0.301 / -0.301
ΔE to the lowest compared entry with this formula, charge and spin, kcal per mole: 4.94
Electronic energy, Eh: -932.9897
LUMO level (spin up / spin down), eV: -1.2 / -1.2
HOMO-LUMO gap (spin up / spin down), eV: 7.0 / 7.0

For reference, the natural (NBO) charges in units of e are: number 1, S, carries -0.0390; number 2, C, carries -0.4249; number 3, C, carries -0.2670; number 4, C, carries -0.1246; number 5, C, carries -0.2552; number 6, C, carries -0.4265; number 7, P, carries 0.6134; number 8, H, carries 0.2246; number 9, H, carries 0.2158; number 10, H, carries 0.2182; number 11, H, carries 0.2200; number 12, H, carries 0.0450

=====

Entry 6:
Molecular formula: C5H6
Method: DFT, ωB97M-V/def2-TZVPD

Geometry as XYZ:
```
11
C5H6, DFT ωB97M-V/def2-TZVPD
C 0.654 0.237 -1.447
C 1.409 -0.306 -2.364
C -0.706 0.700 -0.959
C 0.378 0.813 -0.081
C -0.005 -1.049 1.590
H -1.154 1.655 -1.453
H -1.294 -0.153 -0.814
H 0.991 1.570 0.440
H -1.112 -0.919 1.471
H 0.333 -0.740 2.531
H 0.506 -1.808 1.085
```

Highest occupied orbital energy (spin up / spin down), hartree: -0.327 / -0.319
ΔE to the lowest compared entry with this formula, charge and spin, kcal per mole: 179.28
Electronic energy, Eh: -193.7948
LUMO level (spin up / spin down), eV: -0.6 / -0.4
HOMO-LUMO gap (spin up / spin down), eV: 8.3 / 8.3

For reference, the natural (NBO) charges in units of e are: number 1, C, carries -0.4924; number 2, C, carries 0.2086; number 3, C, carries -0.3878; number 4, C, carries -0.1007; number 5, C, carries -0.4934; number 6, H, carries 0.2324; number 7, H, carries 0.2350; number 8, H, carries 0.2479; number 9, H, carries 0.1831; number 10, H, carries 0.1778; number 11, H, carries 0.1896

=====

Entry 7:
Molecular formula: C5H6BCl2F3NO6S
Method: DFT, ωB97M-V/def2-TZVPD

Geometry as XYZ:
```
25
C5H6BCl2F3NO6S, DFT ωB97M-V/def2-TZVPD
O -1.482 -3.429 1.548
S -2.107 -2.247 1.128
O -2.879 -1.559 2.066
F -3.024 -2.619 -0.063
N -1.005 -1.180 0.388
Cl 0.389 -1.177 1.394
C -0.732 -1.592 -1.027
C 0.659 -1.255 -1.532
C 1.664 -2.380 -1.405
Cl 1.228 -3.787 -2.418
H -1.433 -1.025 -1.634
H -0.968 -2.636 -1.217
H 1.046 -0.321 -1.130
H 0.554 -1.084 -2.602
H 2.629 -2.023 -1.746
H 1.797 -2.688 -0.377
B -0.570 3.606 1.642
O -0.176 2.379 0.881
C 0.957 2.608 0.262
O 1.540 1.815 -0.439
C 1.411 4.033 0.573
O 2.412 4.557 0.161
O 0.519 4.591 1.367
F -0.641 3.327 2.999
F -1.788 4.086 1.183
```

Highest occupied orbital energy, hartree: -0.247
Electronic energy, Eh: -2343.6359
LUMO level, eV: 2.5
HOMO-LUMO gap, eV: 9.2
Total charge: -1

For reference, the natural (NBO) charges in units of e are: number 1, O, carries -0.9214; number 2, S, carries 2.5252; number 3, O, carries -0.8899; number 4, F, carries -0.4710; number 5, N, carries -0.6358; number 6, Cl, carries 0.1744; number 7, C, carries -0.2477; number 8, C, carries -0.4683; number 9, C, carries -0.3577; number 10, Cl, carries -0.0954; number 11, H, carries 0.2214; number 12, H, carries 0.2084; number 13, H, carries 0.2920; number 14, H, carries 0.2208; number 15, H, carries 0.2177; number 16, H, carries 0.2188; number 17, B, carries 1.2538; number 18, O, carries -0.6539; number 19, C, carries 0.6820; number 20, O, carries -0.6196; number 21, C, carries 0.6708; number 22, O, carries -0.5823; number 23, O, carries -0.6562; number 24, F, carries -0.5426; number 25, F, carries -0.5435

=====

Entry 8:
Molecular formula: C5H6BeO3
Method: DFT, ωB97M-V/def2-TZVPD

Geometry as XYZ:
```
15
C5H6BeO3, DFT ωB97M-V/def2-TZVPD
O -1.172 3.732 -1.454
C -1.139 2.624 -1.170
O -1.093 1.504 -0.839
O -0.361 -0.871 -0.612
C 0.854 -1.300 -0.111
C 1.154 -0.745 1.286
C 2.532 -1.144 1.768
C 2.786 -1.884 2.825
Be -0.749 0.221 -0.537
H 1.687 -1.012 -0.785
H 0.872 -2.406 -0.053
H 0.383 -1.088 1.992
H 1.100 0.356 1.240
H 3.369 -0.782 1.155
H 2.220 -2.309 3.655
```

Highest occupied orbital energy (spin up / spin down), hartree: -0.442 / -0.477
ΔE to the lowest compared entry with this formula, charge and spin, kcal per mole: 0.00
Electronic energy, Eh: -434.2020
Multiplicity: 2
LUMO level (spin up / spin down), eV: -4.6 / -4.6
Expectation value of S²: 0.764
HOMO-LUMO gap (spin up / spin down), eV: 7.4 / 8.3
Total charge: +1

For reference, the natural (NBO) charges in units of e are: number 1, O, carries -0.2899; number 2, C, carries 1.1519; number 3, O, carries -0.7927; number 4, O, carries -1.1204; number 5, C, carries -0.0828; number 6, C, carries -0.4547; number 7, C, carries -0.3647; number 8, C, carries 0.0122; number 9, Be, carries 1.7429; number 10, H, carries 0.1843; number 11, H, carries 0.2052; number 12, H, carries 0.2267; number 13, H, carries 0.1720; number 14, H, carries 0.2246; number 15, H, carries 0.1854

=====

Entry 9:
Molecular formula: C5H6Br2
Method: DFT, ωB97M-V/def2-TZVPD

Geometry as XYZ:
```
13
C5H6Br2, DFT ωB97M-V/def2-TZVPD
C 0.705 -2.222 0.009
C 0.782 -1.318 -0.861
C 1.262 0.178 -0.885
Br 1.288 0.927 1.050
H 0.351 -3.195 -0.117
H 1.037 -2.150 1.000
H 0.379 -1.298 -2.032
H 0.491 0.624 -1.172
H 2.174 0.313 -1.360
C -2.591 0.044 -2.235
C -1.961 -0.093 -1.187
Br -2.305 0.346 0.575
H -2.755 -0.202 -3.230
```

Highest occupied orbital energy, hartree: -0.354
ΔE to the lowest compared entry with this formula, charge and spin, kcal per mole: 108.45
Electronic energy, Eh: -5341.9414
LUMO level, eV: -0.3
HOMO-LUMO gap, eV: 9.3

For reference, the natural (NBO) charges in units of e are: number 1, C, carries -0.4053; number 2, C, carries -0.1741; number 3, C, carries -0.3225; number 4, Br, carries -0.1235; number 5, H, carries 0.2088; number 6, H, carries 0.2117; number 7, H, carries 0.2032; number 8, H, carries 0.1818; number 9, H, carries 0.2228; number 10, C, carries -0.1790; number 11, C, carries -0.2253; number 12, Br, carries 0.1741; number 13, H, carries 0.2272